one.
{"formula": "C5H10N3S", "method": "the ωB97M-V functional and the def2-TZVPD basis", "total_charge": 1, "homo_ev": [-11.7, -13.2], "e_lumo_ev": [-5.928, -5.150], "gap_ev": [5.72, 8.01], "species": ["C", "C", "C", "C", "C", "N", "N", "N", "S", "H", "H", "H", "H", "H", "H", "H", "H", "H", "H"], "coordinates": [[-0.2481, -0.1468, 0.9259], [-0.8547, 0.7400, -1.1891], [-0.3621, -0.8204, 2.2054], [2.7820, 0.7347, -1.6714], [-2.3934, -0.7555, -0.0381], [0.3963, 1.0528, -1.6445], [1.4724, 0.4257, -1.3053], [-1.0831, -0.0383, -0.0347], [-2.0751, 1.5794, -1.7804], [-1.4473, -0.4508, 2.4872], [0.3165, -0.5721, 2.9520], [-0.3498, -1.9560, 2.0949], [2.8154, 0.5182, -2.6691], [2.9634, 1.8773, -1.6959], [3.5908, 0.1922, -1.0178], [-2.5262, -1.1716, 0.9807], [-2.2435, -1.5798, -0.7192], [-3.1247, -0.1077, -0.4295], [0.4662, 2.0275, -2.1983]]}

***

two.
{"formula": "C5H10N3S", "method": "the ωB97M-V functional and the def2-TZVPD basis", "total_charge": 1, "homo_ev": -12.2, "e_lumo_ev": -3.718, "gap_ev": 8.46, "species": ["C", "C", "C", "C", "C", "N", "N", "N", "S", "H", "H", "H", "H", "H", "H", "H", "H", "H", "H"], "coordinates": [[-0.8505, -0.7940, 1.4146], [-1.5048, -1.6475, 0.6262], [-1.4153, 0.5491, -0.2394], [-1.5447, 1.8435, -0.9348], [1.4305, -0.6985, -0.2233], [-0.8868, 0.4444, 0.9373], [2.3716, -1.4475, -0.7054], [1.8989, 0.5374, -0.0208], [-2.1179, -0.9019, -0.8005], [-0.4482, -1.0555, 2.4120], [-1.3263, -2.7310, 0.8095], [-1.0515, 1.7220, -1.8082], [-2.6197, 2.0536, -1.1506], [-1.0428, 2.5626, -0.3137], [3.3042, -1.1610, -0.9343], [1.9926, -2.3555, -0.9060], [-0.4262, 1.1786, 1.4692], [1.3250, 1.0284, 0.5924], [2.9117, 0.8728, -0.2243]]}

***

two comes first in stability; the runner-up is 433.9 kJ/mol higher.

***

one.
{"formula": "H17O9", "method": "the ωB97M-V functional and the def2-TZVPD basis", "total_charge": -1, "homo_ev": -5.7, "e_lumo_ev": 3.246, "gap_ev": 8.90, "species": ["O", "H", "H", "O", "H", "O", "H", "H", "O", "H", "H", "O", "H", "H", "O", "H", "H", "O", "H", "H", "O", "H", "H", "O", "H", "H"], "coordinates": [[1.1577, 2.3186, 0.8447], [-1.4519, -3.0490, 0.4516], [-0.3626, 1.3718, -1.9229], [1.5245, -0.6902, 1.1064], [1.1630, -0.5139, 0.2200], [-0.3589, -2.5505, -1.4205], [-0.8406, -3.0347, -2.0989], [0.3844, -1.9859, -1.9149], [0.5155, 0.1491, -0.9462], [-1.2272, -1.3848, 2.5744], [-1.9257, 2.4084, 1.6665], [-0.3528, 2.2247, -2.2396], [0.7538, 2.2124, 0.0530], [-0.0510, -0.5593, -1.3870], [-0.9380, -2.2641, 2.1605], [-0.6920, 2.4999, 2.6213], [-0.1588, -1.9620, 1.3543], [-2.4672, -2.9671, 0.4875], [-2.3908, -2.0100, 0.6223], [1.5269, 0.2975, 1.4407], [2.3748, 1.4253, -2.1609], [1.9011, 0.7103, -1.6507], [1.6607, 1.5669, -2.5978], [-1.5642, 2.1380, 2.4107], [0.4601, 2.6004, -1.9252], [2.1194, 2.5617, 0.5528]]}

***

two.
{"formula": "H17O9", "method": "the ωB97M-V functional and the def2-TZVPD basis", "total_charge": -1, "homo_ev": -7.0, "e_lumo_ev": 3.014, "gap_ev": 10.05, "species": ["O", "H", "O", "H", "H", "O", "H", "H", "O", "H", "H", "O", "H", "H", "O", "H", "H", "O", "H", "H", "O", "H", "H", "O", "H", "H"], "coordinates": [[0.2444, 0.1296, 0.3037], [-0.5501, -0.0820, -0.1678], [2.8224, -0.8144, -0.3006], [1.7711, -0.5675, -0.3626], [3.1912, -0.0229, 0.0611], [-1.6155, 1.9971, -1.9127], [-0.8599, 2.3171, -1.6016], [-1.9104, 1.5292, -1.1032], [0.6263, -1.6145, 2.4566], [1.4979, -2.0233, 2.2282], [0.6430, -0.8374, 1.6697], [1.0796, 2.2277, -1.1406], [1.6609, 1.7464, -1.8631], [0.8159, 1.3388, -0.7071], [-1.7732, 0.7513, 1.8634], [-1.6687, 1.6676, 1.5445], [-1.1736, 0.1382, 1.1638], [1.6276, 1.6733, 1.8533], [1.0479, 1.1604, 1.3562], [2.3235, 1.8032, 1.2662], [-3.1449, -2.4467, -1.6723], [-3.5226, -1.5337, -1.4997], [-2.3590, -2.1409, -1.2354], [-0.4564, -2.5261, -0.5335], [-0.1781, -2.3090, -1.4834], [-0.1389, -1.5615, -0.1829]]}

***

two comes first in stability; the runner-up is 134.4 kJ/mol higher.

***

one.
{"formula": "H17O9", "method": "the ωB97M-V functional and the def2-TZVPD basis", "total_charge": -1, "homo_ev": -6.7, "e_lumo_ev": 3.262, "gap_ev": 9.96, "species": ["O", "H", "O", "H", "H", "O", "H", "H", "O", "H", "H", "O", "H", "H", "O", "H", "H", "O", "H", "H", "O", "H", "H", "O", "H", "H"], "coordinates": [[28.6630, 44.9920, 20.3920], [28.7790, 45.9170, 20.4060], [30.1650, 47.4430, 17.9070], [30.8650, 47.6540, 18.3770], [29.6990, 46.6420, 18.3820], [29.5210, 44.5730, 17.9100], [29.9330, 43.6860, 17.8520], [29.3030, 44.7570, 18.9290], [30.8160, 44.0510, 21.2790], [29.9950, 44.3030, 20.9010], [30.7400, 43.7010, 22.0580], [27.8870, 48.6670, 20.5620], [27.2060, 49.3550, 20.5550], [27.7800, 48.1770, 19.8220], [26.4340, 44.4950, 19.0170], [26.7310, 44.2120, 18.1400], [27.3400, 44.5290, 19.4750], [26.7720, 47.1150, 18.4730], [25.8740, 47.2840, 18.5790], [26.5170, 46.2800, 18.8780], [28.4020, 45.4970, 22.9550], [28.3690, 45.2990, 21.9550], [28.0120, 46.3420, 23.0420], [27.4770, 42.8870, 21.3200], [27.5150, 42.1570, 20.7280], [28.0460, 43.5810, 20.9210]]}

***

two.
{"formula": "H17O9", "method": "the ωB97M-V functional and the def2-TZVPD basis", "total_charge": -1, "homo_ev": -7.1, "e_lumo_ev": 3.253, "gap_ev": 10.36, "species": ["O", "H", "H", "O", "H", "O", "H", "H", "O", "H", "H", "O", "H", "H", "O", "H", "H", "O", "H", "H", "O", "H", "H", "O", "H", "H"], "coordinates": [[2.9906, -0.4526, -0.0963], [-1.9034, -1.5860, 0.2634], [2.0353, -0.4373, -0.3888], [0.7562, -0.1835, 3.2668], [0.9792, 0.4236, 2.5578], [1.7659, 2.7023, -0.2801], [1.0248, 3.3178, -0.2530], [1.5249, 1.7763, -0.2139], [-0.7728, -0.6855, -2.5596], [2.9392, -0.4147, 0.8571], [-1.2052, -1.5384, -2.4642], [0.3201, -0.6635, 0.0800], [0.7970, -0.8521, 0.8887], [-0.3991, -0.4029, -1.7164], [-1.1102, 3.5719, 0.4381], [-1.3976, 3.8076, -0.4473], [-1.1110, 2.5577, 0.4135], [-2.2571, -2.4080, -0.0776], [-1.5400, -2.5931, -0.7197], [-0.1888, -0.2841, 3.1034], [-1.4760, 1.0359, 0.2488], [-0.6885, 0.3501, 0.2620], [-2.3779, 0.8141, 0.4446], [0.1263, -2.8679, -1.1825], [0.8208, -2.9347, -1.8422], [0.3470, -2.0529, -0.5826]]}

***

three.
{"formula": "H17O9", "method": "the ωB97M-V functional and the def2-TZVPD basis", "total_charge": -1, "homo_ev": -6.4, "e_lumo_ev": 3.357, "gap_ev": 9.75, "species": ["O", "H", "H", "O", "H", "O", "H", "H", "O", "H", "H", "O", "H", "H", "O", "H", "H", "O", "H", "H", "O", "H", "H", "O", "H", "H"], "coordinates": [[2.7973, -0.1907, -1.1045], [-1.2411, -1.8649, -0.5589], [2.6989, -0.1503, -0.1412], [1.8446, 1.1433, 2.9940], [1.1166, 1.0997, 2.3298], [1.3195, 1.6678, -0.2585], [2.0040, 1.7002, -0.8603], [1.5311, 0.9773, 0.5285], [-4.1112, 0.2917, 0.0726], [1.8285, -0.0858, -1.4592], [-3.9723, -0.6589, 0.1429], [1.3821, -0.5155, 1.2067], [1.2218, -0.7197, 2.0977], [-3.2068, 0.6044, -0.1936], [-1.1194, 0.7434, -2.0037], [-1.6686, 0.9533, -1.1963], [-0.5037, 1.4758, -2.2245], [-2.1761, -2.3645, -0.5682], [-1.7243, -3.0823, -0.9794], [2.0464, 0.1929, 3.0388], [-0.9666, 0.6178, 0.5179], [-0.2652, 1.3161, 0.3807], [-0.3713, -0.1095, 1.0575], [0.6156, -1.2386, -1.1899], [-0.0059, -0.6796, -1.4593], [0.9261, -1.1232, -0.1695]]}

***

four.
{"formula": "H17O9", "method": "the ωB97M-V functional and the def2-TZVPD basis", "total_charge": -1, "homo_ev": -6.3, "e_lumo_ev": 3.259, "gap_ev": 9.52, "species": ["O", "H", "H", "O", "H", "O", "H", "H", "O", "H", "H", "O", "H", "H", "O", "H", "H", "O", "H", "H", "O", "H", "H", "O", "H", "H"], "coordinates": [[1.1594, 0.7555, 3.8771], [1.2673, -0.1224, -2.0537], [2.1572, 1.9197, -0.9745], [-0.4850, 1.5753, -3.5458], [-0.9387, 0.7473, -3.5192], [-0.9119, 0.1040, -0.1890], [-1.5306, 0.8928, -0.1266], [-0.1763, -0.2406, -1.5249], [-2.4466, -2.7201, 0.4386], [1.4068, -0.8229, 1.2465], [-2.5960, -1.8746, 0.5843], [2.4343, 2.8374, -0.5581], [1.6754, 1.1156, 3.2452], [-2.4808, -2.7052, -0.5623], [2.1884, -0.7599, 1.7745], [-1.3949, -1.0295, -1.1378], [1.8132, -0.4927, 2.5560], [0.4239, -0.4339, -2.3084], [2.2168, 2.4591, 0.3884], [0.0030, 1.5459, -2.8853], [-0.1267, 0.3226, 2.0567], [-0.5970, 0.2817, 0.9315], [-0.4923, -0.3356, 2.6821], [-1.6725, -1.5221, -1.9976], [-1.2528, -2.2882, -2.0282], [0.3564, 0.7909, 3.6305]]}

***

two comes first in stability; the runner-up is 167.9 kJ/mol higher.

***

one.
{"formula": "C6H11NO4", "method": "the ωB97M-V functional and the def2-TZVPD basis", "homo_ev": [-10.1, -8.3], "e_lumo_ev": [-0.166, -1.019], "gap_ev": [9.89, 7.29], "species": ["C", "C", "C", "C", "C", "C", "N", "O", "O", "O", "O", "H", "H", "H", "H", "H", "H", "H", "H", "H", "H", "H"], "coordinates": [[1.7851, -1.1714, 1.1267], [1.9120, -0.4507, -0.2036], [1.2812, 1.0331, -0.1179], [-0.1220, 1.0161, 0.0763], [-1.8446, -0.8051, -0.3456], [-1.1915, 0.4635, -0.7996], [0.8917, -0.9044, 1.9817], [0.5912, -1.3057, 3.1171], [1.5365, -1.2337, -1.2541], [1.9611, 1.7704, 0.8674], [-2.1723, 1.5486, -0.8476], [2.4980, -1.9045, 1.3990], [2.9411, -0.2383, -0.2217], [1.6686, 1.5218, -1.0398], [-0.5917, 1.5330, 0.9998], [-2.8948, -0.7966, -0.3303], [-1.4917, -1.1766, 0.5439], [-1.6692, -1.5209, -1.1425], [-0.9166, 0.4001, -1.9518], [0.6485, -0.8859, -1.4847], [1.7433, 1.4066, 1.7246], [-2.2715, 1.7579, 0.0789]]}

***

two.
{"formula": "C6H11NO4", "method": "the ωB97M-V functional and the def2-TZVPD basis", "homo_ev": -8.7, "e_lumo_ev": 0.600, "gap_ev": 9.32, "species": ["C", "C", "C", "C", "C", "C", "N", "O", "O", "O", "O", "H", "H", "H", "H", "H", "H", "H", "H", "H", "H", "H"], "coordinates": [[0.4049, 2.5745, 0.6523], [-0.7985, 1.9680, 0.5167], [-3.3443, -1.1556, -0.3753], [1.6665, -1.3654, -0.5380], [0.7699, 0.6415, -1.6235], [-0.1542, -0.3792, 0.5238], [0.7137, -0.2835, -0.5241], [-2.8020, -0.6042, -1.2350], [-3.9111, -1.7040, 0.4337], [-0.2821, -1.9973, 2.5441], [-0.9318, 0.6455, 0.7400], [0.5185, 3.5731, 0.9204], [1.2295, 1.9327, 0.7258], [-1.7439, 2.4886, 0.1752], [1.5571, -1.9789, 0.3510], [1.5062, -2.0655, -1.3325], [2.6324, -0.8004, -0.6449], [0.9241, 0.0250, -2.5399], [-0.0475, 1.2263, -1.8129], [1.6903, 1.1040, -1.4994], [0.5666, -2.4986, 2.6910], [-0.1644, -1.3465, 1.8513]]}

***

two comes first in stability; the runner-up is 264.9 kJ/mol higher.